{
  "formula": "C2H8OS2",
  "method": "ωB97M-V/def2-TZVPD",
  "fmax_ev_per_a": 2.01,
  "smiles": "CSSC.O",
  "e_tot_ev": -25921.2930,
  "spin_multiplicity": 1,
  "lumo_ha": 0.020,
  "total_charge": 0,
  "species": ["C", "S", "S", "C", "H", "H", "H", "H", "H", "H", "O", "H", "H"],
  "coordinates": [[0.369, 1.903, -1.214], [0.892, 0.358, -2.017], [1.948, -0.816, -0.749], [0.722, -1.814, 0.166], [-0.317, 1.514, -0.451], [1.247, 2.436, -0.857], [-0.338, 2.407, -1.879], [-0.328, -1.553, -0.036], [0.736, -2.786, -0.345], [0.809, -1.762, 1.238], [-1.601, -0.052, 1.834], [-2.221, -0.662, 2.238], [-1.918, 0.826, 2.073]],
  "lowdin_charge": [-0.450, 0.372, 0.402, -0.477, 0.007, 0.031, 0.033, 0.022, 0.022, 0.020, -0.056, 0.036, 0.039]
}

{
  "formula": "C6H12O",
  "method": "ωB97M-V/def2-TZVPD",
  "fmax_ev_per_a": 0.30,
  "smiles": "CCC[C@H]1C[C@H]1O",
  "e_tot_ev": -8463.1376,
  "spin_multiplicity": 1,
  "lumo_ha": 0.035,
  "total_charge": 0,
  "species": ["C", "C", "C", "C", "C", "C", "O", "H", "H", "H", "H", "H", "H", "H", "H", "H", "H", "H", "H"],
  "coordinates": [[1.289, 0.348, 2.218], [-0.033, 0.459, 1.462], [0.163, 0.801, -0.022], [-0.942, 0.253, -0.897], [-0.685, -0.006, -2.360], [-0.817, -1.157, -1.419], [0.358, -1.878, -1.174], [1.878, -0.495, 1.837], [1.898, 1.252, 2.093], [1.136, 0.196, 3.292], [-0.675, 1.211, 1.940], [-0.577, -0.492, 1.547], [1.115, 0.377, -0.365], [0.243, 1.889, -0.147], [-1.951, 0.565, -0.627], [0.322, 0.188, -2.720], [-1.474, 0.175, -3.084], [-1.720, -1.767, -1.479], [0.335, -2.165, -0.252]],
  "lowdin_charge": [-0.120, -0.265, -0.192, -0.250, -0.062, -0.343, -0.017, 0.071, 0.075, 0.068, 0.107, 0.106, 0.112, 0.119, 0.139, 0.115, 0.101, 0.141, 0.095]
}

{
  "formula": "C45H48AsEuN13O2S",
  "method": "ωB97M-V/def2-TZVPD",
  "fmax_ev_per_a": 5.21,
  "e_tot_ev": -161895.8870,
  "spin_multiplicity": 8,
  "lumo_ha": [-0.176, -0.176],
  "total_charge": 2,
  "species": ["Eu", "S", "C", "C", "C", "C", "C", "C", "As", "C", "C", "C", "C", "C", "C", "C", "C", "C", "C", "C", "C", "H", "H", "H", "H", "H", "H", "H", "H", "H", "H", "H", "H", "H", "H", "C", "N", "C", "N", "C", "N", "C", "C", "C", "C", "C", "C", "C", "N", "N", "C", "O", "C", "C", "C", "C", "C", "C", "N", "C", "N", "C", "N", "C", "H", "H", "H", "H", "H", "H", "H", "H", "H", "H", "H", "H", "H", "H", "H", "H", "O", "N", "C", "C", "C", "C", "C", "H", "H", "H", "H", "H", "N", "C", "C", "N", "H", "H", "H", "H", "H", "H", "H", "H", "H", "N", "N", "H", "H", "H", "H"],
  "coordinates": [[-0.227, 0.797, -0.833], [2.469, 0.777, 0.442], [2.350, 1.943, 1.742], [2.746, 3.246, 1.315], [2.745, 4.327, 2.199], [2.224, 4.129, 3.499], [1.836, 2.826, 3.930], [1.902, 1.702, 3.129], [1.676, -0.260, 3.726], [0.053, 0.172, 4.690], [-0.972, 1.016, 4.232], [-2.113, 1.273, 5.018], [-2.176, 0.847, 6.368], [-1.140, 0.073, 6.834], [-0.132, -0.411, 5.983], [2.889, -0.238, 5.368], [3.635, 0.902, 5.705], [4.196, 0.991, 6.990], [4.081, -0.052, 7.912], [3.490, -1.252, 7.527], [2.955, -1.343, 6.249], [3.037, 3.339, 0.260], [3.165, 5.279, 1.951], [2.254, 5.009, 4.115], [1.426, 2.697, 4.924], [-0.949, 1.499, 3.227], [-3.022, 1.728, 4.599], [-3.049, 1.152, 6.984], [-1.164, -0.289, 7.889], [0.454, -1.240, 6.380], [3.707, 1.755, 5.065], [4.825, 1.860, 7.136], [4.497, 0.091, 8.893], [3.428, -2.055, 8.245], [2.578, -2.306, 5.933], [1.218, -4.316, -1.988], [1.476, -2.888, -2.364], [1.677, -1.773, -1.602], [1.332, -0.725, -2.293], [1.117, -1.171, -3.544], [1.125, -2.478, -3.670], [-0.213, -4.685, -1.680], [-0.452, -5.849, -0.871], [-1.747, -6.346, -0.638], [-2.747, -5.851, -1.418], [-2.495, -4.758, -2.262], [-1.302, -4.022, -2.238], [-3.494, -4.304, -3.096], [-4.650, -4.800, -3.333], [-5.279, -3.945, -4.371], [-4.401, -3.025, -4.622], [-3.271, -3.122, -3.905], [-4.609, -1.850, -5.529], [-5.800, -1.582, -6.248], [-5.833, -0.433, -7.030], [-4.744, 0.441, -7.162], [-3.615, 0.185, -6.340], [-2.562, 1.240, -6.303], [-1.946, 1.454, -4.996], [-1.959, 0.798, -3.804], [-1.080, 1.350, -2.956], [-0.733, 2.546, -3.584], [-1.300, 2.711, -4.752], [-3.502, -1.007, -5.658], [1.916, -4.482, -1.206], [1.572, -4.853, -2.932], [1.919, -1.633, -0.496], [0.902, -0.488, -4.323], [0.414, -6.213, -0.287], [-1.868, -7.042, 0.151], [-3.797, -6.234, -1.447], [-1.218, -3.107, -2.814], [-6.698, -2.151, -6.220], [-6.755, -0.126, -7.555], [-4.799, 1.331, -7.791], [-3.021, 2.230, -6.500], [-1.673, 1.020, -6.980], [-2.457, -0.119, -3.574], [-0.046, 3.290, -3.199], [-2.537, -1.468, -5.350], [-1.507, 2.431, -0.129], [-2.312, 3.441, 0.335], [-1.798, 4.454, 1.079], [-2.640, 5.476, 1.592], [-4.019, 5.280, 1.411], [-4.530, 4.157, 0.693], [-3.649, 3.242, 0.138], [-0.695, 4.501, 1.093], [-2.192, 6.375, 1.999], [-4.691, 6.030, 1.786], [-5.549, 4.138, 0.378], [-3.830, 2.440, -0.573], [7.022, -1.277, -1.597], [7.050, 0.202, -1.804], [6.009, 0.963, -1.004], [5.618, 0.207, 0.235], [7.973, -1.696, -1.522], [6.445, -1.760, -2.266], [5.552, -0.806, 0.024], [6.772, 0.372, -2.836], [8.074, 0.561, -1.571], [5.052, 1.062, -1.575], [6.338, 1.979, -0.712], [4.657, 0.483, 0.527], [6.246, 0.327, 1.027], [-1.930, -0.854, 0.001], [-1.329, -0.328, 1.196], [-2.883, -0.573, -0.185], [-1.874, -1.845, -0.063], [-1.143, -1.099, 1.896], [-1.981, 0.379, 1.584]],
  "lowdin_charge": [1.371, 0.428, -0.717, -0.179, -0.093, -0.068, -0.142, -0.383, 1.294, -0.444, -0.160, -0.092, -0.089, -0.090, -0.096, -0.370, -0.113, -0.071, -0.074, -0.078, -0.152, 0.075, 0.094, 0.094, 0.108, 0.087, 0.098, 0.119, 0.123, 0.087, 0.072, 0.104, 0.103, 0.107, 0.095, -0.067, -0.090, -0.197, -0.070, -0.230, 0.136, -0.185, -0.004, -0.048, -0.001, -0.173, 0.025, -0.279, 0.161, 0.156, -0.319, 0.067, -0.108, 0.009, -0.053, -0.001, -0.209, -0.085, -0.069, -0.115, -0.112, -0.198, 0.134, -0.024, 0.111, 0.162, 0.091, 0.100, 0.124, 0.107, 0.143, 0.106, 0.114, 0.125, 0.124, 0.139, 0.164, 0.113, 0.118, 0.140, -0.378, -0.155, 0.027, 0.007, -0.015, -0.003, 0.002, 0.148, 0.124, 0.115, 0.113, 0.138, -0.013, -0.234, -0.157, 0.127, 0.102, 0.070, 0.139, 0.109, 0.130, 0.123, 0.139, -0.002, 0.165, -0.136, -0.114, 0.088, 0.071, 0.118, 0.076]
}

{
  "formula": "C5H12NO",
  "method": "ωB97M-V/def2-TZVPD",
  "fmax_ev_per_a": 3.85,
  "e_tot_ev": -8908.4874,
  "spin_multiplicity": 1,
  "lumo_ha": -0.114,
  "total_charge": 1,
  "species": ["C", "C", "C", "C", "C", "N", "O", "H", "H", "H", "H", "H", "H", "H", "H", "H", "H", "H", "H"],
  "coordinates": [[-0.248, -1.385, 0.428], [0.936, -0.589, 1.002], [-0.689, -0.323, -0.565], [-1.996, 0.318, -0.242], [1.436, 1.383, -0.413], [0.492, 0.737, 0.440], [-0.364, -0.479, -1.837], [0.021, -2.373, -0.139], [-0.987, -1.613, 1.149], [0.910, -0.687, 2.156], [1.923, -0.862, 0.769], [-2.350, 1.031, -0.953], [-1.928, 0.742, 0.914], [-2.826, -0.466, -0.061], [1.374, 0.913, -1.436], [1.514, 2.407, -0.223], [2.484, 1.172, -0.140], [-0.090, 1.170, 1.106], [0.389, -1.095, -1.954]],
  "lowdin_charge": [-0.076, -0.093, -0.427, 0.016, -0.031, -0.050, 0.132, 0.169, 0.106, 0.163, 0.107, 0.085, 0.157, 0.137, 0.123, 0.089, 0.108, 0.127, 0.158]
}

{
  "formula": "C3H4OS3",
  "method": "ωB97M-V/def2-TZVPD",
  "fmax_ev_per_a": 3.72,
  "e_tot_ev": -37726.6990,
  "spin_multiplicity": 1,
  "lumo_ha": [-0.024, -0.024],
  "total_charge": 0,
  "species": ["C", "C", "C", "O", "S", "S", "S", "H", "H", "H", "H"],
  "coordinates": [[-1.459, -0.104, 0.006], [1.302, -0.689, -0.361], [1.077, 0.626, 0.354], [-3.738, 0.923, 0.056], [-0.031, -1.849, 0.020], [-0.546, 1.314, -0.158], [-3.076, -0.389, 0.043], [1.347, -0.542, -1.441], [2.224, -1.158, -0.016], [1.083, 0.500, 1.437], [1.818, 1.369, 0.060]],
  "lowdin_charge": [-0.981, -0.635, -0.516, -0.600, 0.732, 0.883, 0.812, 0.071, 0.076, 0.081, 0.078]
}

{
  "formula": "C3H10N2",
  "method": "ωB97M-V/def2-TZVPD",
  "fmax_ev_per_a": 2.69,
  "e_tot_ev": -6250.2162,
  "spin_multiplicity": 1,
  "lumo_ha": 0.031,
  "total_charge": 0,
  "species": ["C", "C", "C", "N", "N", "H", "H", "H", "H", "H", "H", "H", "H", "H", "H"],
  "coordinates": [[1.693, -0.521, 0.779], [-0.824, -0.219, -1.055], [-1.945, -0.401, -0.043], [1.910, 0.706, 0.363], [1.051, 1.693, 0.339], [2.632, 0.821, -0.349], [-0.184, 0.736, -0.718], [0.496, 1.683, 1.197], [2.369, -1.306, 0.490], [0.934, -0.704, 1.520], [-0.219, -1.120, -1.131], [-1.226, -0.046, -2.054], [-1.544, -0.455, 0.969], [-2.512, -1.312, -0.235], [-2.632, 0.446, -0.072]],
  "lowdin_charge": [-0.012, -0.200, -0.183, -0.214, -0.043, 0.152, 0.061, 0.044, 0.063, 0.068, 0.044, 0.056, 0.044, 0.059, 0.063]
}

{
  "formula": "Hg2I",
  "method": "ωB97M-V/def2-TZVPD",
  "fmax_ev_per_a": 0.76,
  "e_tot_ev": -16410.6270,
  "spin_multiplicity": 1,
  "lumo_ha": -0.684,
  "total_charge": 3,
  "species": ["Hg", "Hg", "I"],
  "coordinates": [[-17.600, -16.179, 0.885], [-13.950, -13.564, -2.510], [-15.619, -15.617, -1.109]],
  "lowdin_charge": [1.231, 1.280, 0.490]
}